ORCA calculation (ωB97M-V with the def2-TZVPD basis set) on C19H19FN6O2RuS2 as an isolated structure at a distorted geometry.

Its HOMO energy (alpha / beta) is -9.6 / -10.9 eV. Its expectation value of S² is 8.7596. The calculation puts the maximum force at 1.318 eV/A. The gap between HOMO and LUMO (alpha / beta) is 7.55 / 6.82 eV. As for the total charge: +1. For the LUMO energy (alpha / beta), the calculation gives -2.072 / -4.070 eV. The spin multiplicity is 6.

XYZ file:
```
50
C19H19FN6O2RuS2 ωB97M-V with the def2-TZVPD basis set
Ru -0.158 0.081 0.370
N 0.684 1.889 3.329
C -0.032 0.776 3.532
N -0.437 -0.025 2.573
C -1.176 -1.092 3.078
C -1.292 -1.118 4.398
S -0.497 0.235 5.107
C -1.771 -2.016 2.101
C -2.467 -3.115 2.352
S -3.057 -3.813 0.895
C -2.311 -2.547 -0.002
N -1.654 -1.697 0.743
N -2.388 -2.479 -1.350
H 0.717 2.272 2.390
H 0.884 2.499 4.102
H -1.825 -1.836 5.001
H -2.680 -3.560 3.311
H -3.048 -3.057 -1.838
H -2.110 -1.619 -1.793
F 6.057 -0.070 0.783
C 4.717 -0.046 0.709
C 3.992 -0.901 1.514
C 2.606 -0.862 1.434
C 1.941 -0.002 0.551
C 2.730 0.855 -0.235
C 4.115 0.840 -0.166
H 4.509 -1.569 2.189
H 2.041 -1.528 2.079
H 2.256 1.557 -0.914
H 4.728 1.501 -0.764
C -2.035 3.840 0.901
C -1.304 2.564 0.610
O -0.036 2.530 0.627
O -1.959 1.512 0.353
H -1.339 4.668 0.999
H -2.600 3.720 1.826
H -2.753 4.042 0.107
N -0.318 -0.350 -5.964
C -0.269 -0.246 -4.623
C -0.805 0.868 -3.950
C -0.723 0.935 -2.586
N -0.154 -0.025 -1.825
C 0.365 -1.087 -2.473
C 0.330 -1.243 -3.830
H -0.757 0.361 -6.521
H 0.057 -1.152 -6.436
H -1.274 1.673 -4.502
H -1.119 1.789 -2.054
H 0.847 -1.832 -1.850
H 0.776 -2.118 -4.286
```

ORCA calculation (ωB97M-V with the def2-TZVPD basis set) on C19H19HgN3O7SeTe as an isolated structure.

For the energy above the lowest of the compared OMol25 structures with the same formula, charge and spin, the calculation gives 25.4 kJ/mol. Its HOMO energy (alpha / beta) is -3.1 / -4.8 eV. Its expectation value of S² is 0.7626. The calculation puts the maximum force at 0.308 eV/A. The gap between HOMO and LUMO (alpha / beta) is 5.42 / 7.13 eV. As for the total charge: -1. For the LUMO energy (alpha / beta), the calculation gives 2.312 / 2.307 eV. The spin multiplicity is 2.

XYZ file:
```
51
C19H19HgN3O7SeTe ωB97M-V with the def2-TZVPD basis set
Hg -1.879 -1.454 1.717
O -2.452 -1.050 -2.817
C -2.455 -1.037 -1.443
O -2.558 -2.100 -0.833
C -2.314 0.260 -0.867
C -2.232 1.437 -1.648
C -2.091 2.654 -1.056
C -2.026 2.720 0.368
C -2.101 1.550 1.077
N -2.246 0.335 0.516
C -2.164 1.594 2.578
O -1.461 2.568 3.174
O -2.882 0.871 3.217
H -2.535 -1.986 -3.040
H -2.281 1.339 -2.723
H -2.030 3.555 -1.651
H -1.952 3.664 0.887
H -0.723 2.826 2.602
N 1.662 -3.712 2.230
C 0.549 -3.606 3.009
O 0.590 -3.142 4.137
C -0.724 -4.178 2.417
C -1.946 -3.305 2.710
H 2.423 -3.112 2.507
H 1.527 -3.773 1.234
H -0.844 -5.170 2.870
H -0.597 -4.335 1.344
H -2.019 -3.133 3.782
H -2.850 -3.813 2.377
O 0.204 -0.059 1.815
O 1.322 -0.484 2.627
C 1.621 -0.983 -2.717
Te 1.101 -1.095 -0.622
C 1.223 1.028 -0.679
C 1.819 1.413 -2.003
C 2.174 2.736 -2.264
C 2.719 3.102 -3.483
C 2.918 2.138 -4.464
C 2.566 0.823 -4.214
C 2.016 0.446 -2.990
H 0.752 -1.258 -3.317
H 2.435 -1.666 -2.960
H 1.825 1.357 0.165
H 0.220 1.432 -0.557
H 2.020 3.483 -1.493
H 2.993 4.133 -3.667
H 3.348 2.413 -5.420
H 2.720 0.068 -4.977
Se 1.109 -0.065 4.334
C 1.601 1.732 4.160
N 1.907 2.840 4.052
```

ORCA calculation (ωB97M-V with the def2-TZVPD basis set) on C19H19N3 as an isolated structure at a distorted geometry.

For the energy above the lowest of the compared OMol25 structures with the same formula, charge and spin, the calculation gives 227.9 kJ/mol. Its HOMO energy is -7.9 eV. The calculation puts the maximum force at 4.230 eV/A. The gap between HOMO and LUMO is 8.07 eV. For the LUMO energy, the calculation gives 0.161 eV. The spin multiplicity is 1.

XYZ file:
```
41
C19H19N3 ωB97M-V with the def2-TZVPD basis set
C 2.524 -2.605 0.537
C 2.141 -1.204 0.362
N 3.053 -0.211 0.357
C 4.494 -0.435 0.299
C 2.406 1.002 0.225
C 1.016 0.834 0.108
C 0.214 1.917 -0.118
C 0.786 3.213 -0.170
C 2.182 3.388 -0.047
C 3.053 2.292 0.144
C 0.840 -0.636 0.153
C -0.354 -1.334 -0.101
C -1.682 -0.795 0.106
C -1.916 0.129 1.145
C -3.181 0.671 1.346
C -4.208 0.365 0.440
C -5.515 1.103 0.548
C -4.027 -0.606 -0.543
C -2.788 -1.224 -0.685
H 1.659 -3.229 0.786
H 2.959 -3.058 -0.363
H 3.260 -2.647 1.357
H 5.009 0.525 0.253
H 4.868 -0.947 1.189
H 4.787 -1.019 -0.584
H -0.865 1.767 -0.281
H 0.127 4.067 -0.296
H 2.597 4.416 -0.094
H 4.095 2.400 0.266
H -0.306 -2.456 -0.147
H -1.066 0.359 1.839
H -3.344 1.347 2.191
H -6.240 0.673 -0.142
H -5.917 1.028 1.565
H -5.391 2.168 0.316
H -4.859 -0.865 -1.185
H -2.687 -2.033 -1.402
N -0.096 -1.885 -1.915
C 1.090 -2.123 -2.298
N 2.209 -2.352 -2.601
H -0.929 -2.001 -2.559
```

ORCA calculation (ωB97M-V with the def2-TZVPD basis set) on C19H19N3O2 as an isolated structure at a distorted geometry.

For the energy above the lowest of the compared OMol25 structures with the same formula, charge and spin, the calculation gives 2002.3 kJ/mol. Its HOMO energy is -7.7 eV. The calculation puts the maximum force at 19.740 eV/A. The gap between HOMO and LUMO is 7.83 eV. For the LUMO energy, the calculation gives 0.169 eV. The spin multiplicity is 1.

XYZ file:
```
43
C19H19N3O2 ωB97M-V with the def2-TZVPD basis set
C -3.182 3.727 -1.895
H -3.266 4.061 -0.971
O -2.345 2.678 -2.224
C -0.892 2.854 -1.846
C -0.225 3.987 -1.353
C 1.000 4.103 -0.846
C 1.882 3.099 -0.981
C 1.324 1.804 -1.853
C -0.021 1.661 -2.134
C -0.525 0.507 -2.673
N -1.168 -0.518 -1.552
C -0.156 -1.436 -1.031
O 1.186 -1.483 -1.522
C -0.760 -1.933 0.218
C -1.858 -2.560 0.327
C -1.801 -3.129 1.817
N -0.469 -2.877 2.215
N 0.129 -2.238 1.385
C 1.301 -1.845 1.451
C 1.780 -0.573 1.349
C 3.192 -0.307 1.475
C 3.900 -1.169 2.341
C 3.428 -2.389 2.554
C 2.172 -2.737 2.400
H 1.784 -3.900 2.275
H 4.172 -3.010 2.963
H 5.194 -0.758 2.392
H 3.348 0.722 1.192
H 1.205 0.116 0.906
C -2.854 -3.834 2.435
H -3.269 -4.820 1.737
H -2.406 -4.333 3.255
H -3.787 -3.261 2.562
H -2.628 -2.457 -0.220
H -1.770 -0.171 -1.066
H -1.620 0.636 -3.325
H 0.265 -0.122 -3.347
H 1.878 1.179 -1.739
H 2.794 3.119 -0.921
H 1.163 4.918 -0.358
H -1.074 4.976 -0.917
H -2.969 4.498 -2.267
H -4.051 3.212 -2.209
```

ORCA calculation (ωB97M-V with the def2-TZVPD basis set) on the molecule C19H19N3O2S at a distorted geometry.

As for the structure (SMILES): C[C@H](NC(=O)CSc1nnc(Cc2ccccc2)o1)c1ccccc1. For the energy above the lowest of the compared OMol25 structures with the same formula, charge and spin, the calculation gives 204.3 kJ/mol. Its HOMO energy is -8.8 eV. The calculation puts the maximum force at 1.507 eV/A. The gap between HOMO and LUMO is 9.45 eV. For the LUMO energy, the calculation gives 0.623 eV. The spin multiplicity is 1.

XYZ file:
```
44
C19H19N3O2S ωB97M-V with the def2-TZVPD basis set
C 1.417 1.331 1.044
H 1.691 2.376 0.922
H 0.333 1.247 1.038
H 1.791 0.985 2.005
C 2.022 0.499 -0.083
N 1.580 -0.879 0.065
C 1.753 -1.781 -0.911
O 2.334 -1.569 -1.953
C 1.153 -3.152 -0.582
H 1.168 -3.370 0.484
H 1.684 -3.918 -1.146
S -0.576 -3.282 -1.154
C -1.366 -2.353 0.060
N -0.853 -1.777 1.108
N -1.872 -1.158 1.745
C -2.947 -1.390 1.073
O -2.697 -2.155 -0.024
C -4.306 -0.858 1.320
C -4.543 0.268 0.339
C -3.843 1.459 0.482
C -4.017 2.485 -0.430
C -4.890 2.326 -1.494
C -5.586 1.140 -1.643
C -5.410 0.111 -0.732
H -5.951 -0.816 -0.856
H -6.265 1.010 -2.472
H -5.025 3.126 -2.207
H -3.469 3.408 -0.312
H -3.159 1.574 1.310
H -5.040 -1.651 1.175
H -4.346 -0.494 2.347
H 0.959 -1.097 0.839
C 3.532 0.581 -0.061
C 4.202 1.428 -0.932
C 5.582 1.517 -0.901
C 6.307 0.755 -0.001
C 5.645 -0.093 0.870
C 4.265 -0.177 0.842
H 3.751 -0.844 1.520
H 6.206 -0.692 1.572
H 7.385 0.818 0.018
H 6.093 2.177 -1.587
H 3.639 2.015 -1.643
H 1.670 0.870 -1.055
```

Question: The lowest maximum force belongs to which entry?
Answer: C19H19HgN3O7SeTe

Question: Look up the maximum force of the third one.
Answer: 4.230 eV/A